Record 1
Computed, not measured: one molecule with the formula C5H8N2, with wB97M-V/def2-TZVPD.

The geometry in XYZ format:
```
15
Properties=species:S:1:pos:R:3:forces:R:3
N 0.72349 2.57780 0.72286 0.49 -0.14 0.17
C 0.95999 1.45263 0.66860 0.00 0.24 -0.07
C 0.91710 -0.02420 0.44481 -0.06 -0.02 0.08
N 2.05621 -0.66345 -0.16448 0.27 -0.14 -0.09
C -0.29635 -0.16582 -0.45526 0.07 0.12 -0.14
C -1.57195 0.50454 -0.09391 -0.54 -0.44 -0.02
C -1.49672 -1.01952 -0.21515 -0.25 0.07 0.09
H 0.76529 -0.49531 1.41939 -0.18 0.04 -0.06
H 2.85265 -0.78343 0.44408 -0.06 0.16 0.09
H 2.35930 -0.22917 -1.02653 -0.10 0.08 0.07
H -0.01328 -0.04203 -1.49626 -0.02 -0.07 0.01
H -1.69567 0.86221 0.92940 0.15 0.01 -0.34
H -2.04973 1.11995 -0.85163 -0.03 -0.25 0.16
H -1.92704 -1.55608 -1.06557 0.11 0.32 0.33
H -1.58327 -1.53811 0.73965 0.14 0.02 -0.29
```
Forces are in eV/Å.

Calculated values
M = 96.13 g mol⁻¹
LUMO energy = 0.89 eV
Energy above the lowest of the compared OMol25 structures with the same formula, charge and spin = 1.555 eV
HOMO level = -10.2 eV
SMILES = N#C[C@H](N)C1CC1
Max |F| = 0.70 eV Å⁻¹

Results of the Löwdin charge analysis, in e, for atoms 1 through 6: number 1, N, carries 0.1515; number 2, C, carries -0.1827; number 3, C, carries -0.3656; number 4, N, carries 0.0473; number 5, C, carries -0.3070; number 6, C, carries -0.1219

=====

Record 2
Computed, not measured: one molecule with the formula C5H8N2 at a distorted geometry, with wB97M-V/def2-TZVPD.

The geometry in XYZ format:
```
15
Properties=species:S:1:pos:R:3:forces:R:3
C 1.01723 -0.47163 -0.96191 0.33 0.20 -0.27
C 0.21939 0.44856 -0.28253 -0.36 -0.08 0.83
C 0.80222 1.60802 0.49282 0.02 0.08 -0.07
N -1.20798 0.50836 -0.53876 -0.16 -0.15 -0.21
C -1.06456 -0.32586 0.62306 0.81 0.64 -0.08
C -0.85832 -1.77767 0.45288 0.59 0.44 -0.53
N -1.85687 -2.37360 0.79395 0.02 -0.68 0.00
H 0.17395 -1.97685 -0.15982 -1.13 -0.17 0.66
H 2.08842 -0.48461 -0.78129 -0.14 0.00 0.00
H 0.68489 -0.92371 -1.88937 -0.04 -0.06 0.11
H 1.01707 2.42721 -0.19944 0.04 -0.02 0.10
H 0.10354 1.98403 1.24526 0.10 -0.09 -0.14
H 1.73269 1.31864 0.99056 -0.13 0.03 -0.08
H -1.44029 -0.04977 -1.35605 -0.03 0.08 -0.03
H -1.41138 0.08886 1.57067 0.09 -0.20 -0.28
```
Forces are in eV/Å.

Calculated values
M = 96.13 g mol⁻¹
LUMO energy (spin up / spin down) = -0.82 / -0.23 eV
Energy above the lowest of the compared OMol25 structures with the same formula, charge and spin = 5.332 eV
HOMO level (spin up / spin down) = -8.9 / -8.3 eV
Max |F| = 1.32 eV Å⁻¹

Results of the Löwdin charge analysis, in e, for atoms 1 through 6: number 1, C, carries 0.0283; number 2, C, carries -0.4829; number 3, C, carries -0.0385; number 4, N, carries 0.0625; number 5, C, carries -0.1777; number 6, C, carries -0.3453

=====

Record 3
Computed, not measured: one molecule with the formula C5H8N2 at a distorted geometry, with wB97M-V/def2-TZVPD.

The geometry in XYZ format:
```
15
Properties=species:S:1:pos:R:3:forces:R:3
C -0.04456 1.51369 -0.22392 1.13 -1.79 -0.73
C 0.38122 0.01965 -0.17738 -3.10 -1.58 -0.73
C 1.58702 -0.50317 0.58458 0.50 2.76 -1.74
N -0.23368 -0.76114 -1.31392 -0.71 2.69 1.63
C -0.95679 -0.81073 0.00411 3.98 0.21 -1.72
C -2.15329 -0.14022 0.05471 -2.33 0.14 0.62
N -3.20454 0.25088 0.27967 -0.71 0.57 -0.09
H 0.67818 2.00678 -0.91634 -0.99 0.09 0.34
H 0.12386 1.87726 0.79733 -0.57 0.35 -0.29
H -1.13190 1.41344 -0.56672 1.93 1.50 0.36
H 2.32895 0.31857 0.58942 -0.03 -0.37 -0.25
H 2.09902 -1.36808 0.21559 -0.23 -0.69 -0.10
H 1.27487 -0.50680 1.56813 -0.34 -0.85 2.30
H 0.22176 -1.60731 -1.45330 1.14 -1.87 -0.21
H -0.97013 -1.70283 0.55805 0.34 -1.14 0.60
```
Forces are in eV/Å.

Calculated values
M = 96.13 g mol⁻¹
LUMO energy = 0.72 eV
Energy above the lowest of the compared OMol25 structures with the same formula, charge and spin = 2.460 eV
HOMO level = -9.7 eV
SMILES = CC1(C)N[C@@H]1C#N
Max |F| = 4.34 eV Å⁻¹

Results of the Löwdin charge analysis, in e, for atoms 1 through 6: number 1, C, carries -0.0190; number 2, C, carries -0.4189; number 3, C, carries -0.0173; number 4, N, carries 0.1045; number 5, C, carries -0.2432; number 6, C, carries -0.2674

=====

Record 4
Computed, not measured: C5H8N2 as an isolated structure, with wB97M-V/def2-TZVPD.

The geometry in XYZ format:
```
15
Properties=species:S:1:pos:R:3:forces:R:3
C -0.28696 -2.31333 -1.36313 -0.01 -0.01 0.01
C -1.62306 0.86624 1.28437 -0.11 -0.18 -0.10
C -0.98285 0.74179 0.05250 0.05 0.23 0.02
C 0.31262 1.04714 0.52448 0.01 0.02 -0.07
N 1.36316 1.55056 -0.18283 -0.05 0.08 -0.04
C 0.30591 0.88276 1.96890 0.12 -0.06 0.10
N -0.90221 0.50875 2.35658 0.10 0.19 -0.05
H -0.97822 -1.78013 -2.02120 0.11 -0.09 0.09
H 0.73684 -1.98804 -1.56643 -0.14 -0.05 0.03
H -0.37102 -3.38817 -1.54176 0.03 0.16 0.02
H -1.36494 0.96752 -0.93325 0.04 -0.05 0.15
H 1.92629 2.27572 0.23498 -0.05 -0.13 -0.02
H 1.27211 1.61295 -1.18537 0.00 -0.02 0.14
H 1.14818 1.00159 2.64503 -0.12 -0.03 -0.11
H -0.53773 -2.08696 -0.32462 0.04 -0.05 -0.16
```
Forces are in eV/Å.

Calculated values
M = 96.13 g mol⁻¹
LUMO energy (spin up / spin down) = -0.73 / -0.46 eV
Energy above the lowest of the compared OMol25 structures with the same formula, charge and spin = 4.240 eV
HOMO level (spin up / spin down) = -8.5 / -8.2 eV
Max |F| = 0.24 eV Å⁻¹

Results of the Löwdin charge analysis, in e, for atoms 1 through 6: number 1, C, carries -0.0565; number 2, C, carries -0.0157; number 3, C, carries -0.0903; number 4, C, carries -0.3460; number 5, N, carries 0.1348; number 6, C, carries -0.1246